Entry one
{"formula": "C6H9NO", "method": "ωB97M-V with the def2-TZVPD basis set", "homo_lumo_gap_ev": 8.834, "e_homo_ha": -0.2892, "e_lumo_ev": 0.96, "elements": ["C", "C", "C", "C", "C", "C", "H", "H", "H", "H", "H", "H", "H", "H", "H", "N", "O"], "xyz": [[1.6771, -1.0523, -0.0877], [-0.6008, -0.3444, -0.9348], [-1.7218, -0.6648, -0.0008], [-0.4742, -0.3684, 1.0713], [-0.0696, 1.0830, 0.8234], [-0.3374, 1.1583, -0.5723], [1.9841, -1.0188, -1.2426], [2.0309, -0.0322, 0.6087], [2.2259, -2.1034, 0.8546], [-0.7434, -0.7391, -2.0103], [-2.2670, -1.4850, -0.1210], [-2.3790, 0.1038, -0.1846], [-0.7801, -0.5995, 2.2660], [-0.3334, 1.9253, 1.3179], [-0.7583, 1.8099, -1.1850], [0.2562, -0.9823, -0.0659], [1.0484, 1.2684, -0.2046]]}

Entry two
{"formula": "C6H9NO", "method": "ωB97M-V with the def2-TZVPD basis set", "homo_lumo_gap_ev": 9.646, "e_homo_ha": -0.3349, "e_lumo_ev": 0.53, "elements": ["C", "C", "C", "C", "C", "C", "O", "N", "H", "H", "H", "H", "H", "H", "H", "H", "H"], "xyz": [[0.3915, 0.2487, 0.0313], [1.1411, -0.0570, -1.2252], [1.2282, 0.5228, 1.2433], [-0.9693, 0.7622, -0.0523], [-1.5060, -1.7446, -0.3964], [-1.2946, -0.5673, 0.4206], [-0.7161, -2.2347, -1.1839], [-1.5462, 1.8848, 0.0287], [-0.9116, 2.6673, -0.1319], [-2.4254, -2.3018, -0.1171], [-1.8140, -0.5724, 1.3739], [1.7344, -0.9644, -1.1076], [0.4823, -0.1712, -2.0805], [1.8229, 0.7759, -1.4309], [1.9723, 1.2971, 1.0332], [1.7865, -0.3823, 1.5033], [0.6240, 0.8368, 2.0916]]}

Entry three
{"formula": "C6H9NO", "method": "ωB97M-V with the def2-TZVPD basis set", "homo_lumo_gap_ev": [7.277, 7.274], "e_homo_ha": [-0.2467, -0.2467], "smiles": "C[C@@]12C=C(N)[C@@]1(C)O2", "e_lumo_ev": [0.56, 0.56], "elements": ["C", "C", "C", "C", "N", "C", "C", "O", "H", "H", "H", "H", "H", "H", "H", "H", "H"], "xyz": [[-2.4254, 0.0762, -0.3453], [-1.1701, 0.0094, 0.4559], [-0.4584, -1.3009, 0.6540], [0.6863, -0.8995, 0.0492], [1.8139, -1.4597, -0.3120], [0.2382, 0.6037, -0.0860], [1.3729, 1.5830, 0.0138], [-0.6981, 1.2228, 0.8787], [-3.0530, 0.9113, -0.0168], [-3.0129, -0.8397, -0.2128], [-2.2267, 0.1954, -1.4140], [-0.8026, -2.2936, 0.9334], [2.0408, -2.4168, -0.0615], [2.6191, -0.9329, -0.6328], [1.0631, 2.6291, -0.0891], [1.9067, 1.4982, 0.9681], [2.1061, 1.4139, -0.7827]]}

Which of them is most stable? Easy: entry two.